No. 1
This record from the Open Molecules 2025 dataset describes a structure of composition C30H34BrFN2O2S4V at a distorted geometry. The level of theory is ωB97M-V with the def2-TZVPD basis set.

Geometry as ORCA input:
```
! RIJCOSX wB97M-V def2-TZVPD def2/J DEFGRID3
* xyz 2 2
V -0.2145 -0.5357 -0.3705
C 0.5999 3.0710 -0.9966
C 1.8670 2.3280 -1.3558
S 1.6220 0.5838 -1.8448
C 1.0593 0.6904 -3.5917
C -0.3507 0.1450 -3.7506
S -1.3124 0.6404 -2.2796
C -3.0069 0.1194 -2.7409
C -3.9575 1.1893 -2.2254
S -3.5571 1.5614 -0.4768
C -2.7559 3.2123 -0.5478
C -1.7188 3.3439 0.5502
S -0.2552 2.2611 0.4071
H -0.0846 3.1225 -1.8467
H 0.8530 4.0810 -0.6699
H 2.5395 2.2697 -0.5001
H 2.3831 2.8294 -2.1726
H 1.7665 0.1048 -4.1817
H 1.1223 1.7376 -3.8823
H -0.3649 -0.9425 -3.8151
H -0.8380 0.5702 -4.6285
H -3.2072 -0.8441 -2.2744
H -3.0468 0.0333 -3.8265
H -4.9918 0.8447 -2.2646
H -3.8724 2.1146 -2.7946
H -3.5368 3.9568 -0.3889
H -2.3324 3.3432 -1.5421
H -2.1561 3.0821 1.5158
H -1.3405 4.3668 0.5831
O -5.0376 -1.9701 2.4142
C -4.2577 -2.9375 1.8844
C -4.6874 -4.2537 2.0728
C -3.9595 -5.3084 1.5666
C -2.7781 -5.0717 0.8737
C -2.3186 -3.7774 0.7158
C -3.0584 -2.7010 1.1982
C -2.5363 -1.2770 1.0443
O -1.6204 -1.0835 0.0904
N -1.9076 -0.8238 2.3143
N -0.6369 -0.4971 2.1879
C 0.1664 -0.2162 3.1397
C 1.5060 0.1807 2.8073
Br 2.0610 -0.5658 1.1017
C 2.3410 0.9790 3.4948
C 1.9332 1.7683 4.6324
C 0.6172 2.2376 4.7538
C 0.2328 2.9569 5.8646
C 1.1603 3.2570 6.8529
C 2.4820 2.8545 6.7121
C 2.8725 2.1190 5.6112
H -4.7708 -1.0740 2.1779
H -5.5982 -4.4020 2.6287
H -4.3046 -6.3187 1.7147
H -2.2033 -5.8937 0.4785
H -1.3771 -3.5793 0.2143
H -3.3890 -0.5900 0.8431
H -2.2458 -1.2447 3.1779
H -0.0972 -0.2911 4.1938
H 3.3739 1.0588 3.1888
H -0.0853 2.0712 3.9489
H -0.7866 3.3001 5.9572
H 0.8516 3.8249 7.7164
H 3.2044 3.1227 7.4664
H 3.8936 1.7800 5.5186
F 1.1868 -4.9380 -4.3834
C 0.8861 -4.0606 -3.4315
C -0.4461 -3.7861 -3.1592
C -0.7462 -2.8316 -2.2036
C 0.2555 -2.1311 -1.5341
C 1.5835 -2.4630 -1.7993
C 1.9067 -3.4236 -2.7422
H -1.2183 -4.3165 -3.6918
H -1.7919 -2.6404 -1.9893
H 2.4060 -1.9880 -1.2784
H 2.9345 -3.6774 -2.9478
*
```

Summary:
energy relative to the best compared isomer or geometry (same formula, charge and spin) = 1.331 eV
highest occupied orbital energy (alpha / beta) = -13.2 / -13.2 eV
⟨S²⟩ = 0.77
Kohn-Sham gap (alpha / beta) = 6.261 / 6.820 eV

***

No. 2
This record from the Open Molecules 2025 dataset describes a structure of composition C30H34CaN7O2S at a distorted geometry. The level of theory is ωB97M-V with the def2-TZVPD basis set.

Geometry as ORCA input:
```
! RIJCOSX wB97M-V def2-TZVPD def2/J DEFGRID3
* xyz 1 1
Ca 6.0567 -3.1045 16.8075
C 5.3082 -2.7804 12.2024
C 5.1909 -2.8300 13.7064
N 5.6856 -3.7209 14.4606
C 6.4938 -4.8281 13.9557
C 7.4095 -5.3003 15.0630
N 8.0748 -4.1272 15.6580
C 9.1840 -4.2976 16.6174
C 8.8801 -3.8792 18.0531
N 8.2594 -2.5514 18.0939
C 7.7685 -2.0584 19.3785
C 7.0528 -0.7457 19.1191
N 6.0077 -0.9875 18.1201
C 5.2333 -0.0869 17.6698
C 5.2022 1.3744 18.0514
C 4.2268 -0.5724 16.5680
C 2.0881 0.4004 16.2071
C 1.7891 -1.0885 14.1319
C 2.9776 -1.7169 13.9356
C 4.3616 -1.8058 14.4980
N 4.9738 -1.2817 15.4769
H 6.3538 -2.7096 11.9581
H 4.8146 -1.8859 11.8148
H 4.8678 -3.6783 11.7372
H 7.0717 -4.5329 13.0890
H 5.8403 -5.6663 13.6615
H 8.1333 -6.0133 14.6846
H 6.8353 -5.7934 15.8403
H 8.4294 -3.6068 14.8632
H 10.0300 -3.7151 16.2843
H 9.5318 -5.3335 16.6569
H 9.8124 -3.9245 18.6277
H 8.1948 -4.5955 18.4977
H 8.9518 -1.8669 17.7614
H 8.5611 -1.9448 20.1146
H 7.0689 -2.7731 19.7782
H 7.7647 -0.0225 18.7349
H 6.6402 -0.3685 20.0348
H 5.9151 1.5623 18.8388
H 4.1935 1.6570 18.3638
H 5.4375 1.9618 17.1609
H 1.8007 0.2409 17.2418
H 1.0574 -1.2965 13.3453
H 2.9378 -2.3757 13.0711
O 4.7395 -4.4479 20.1437
S 4.6628 -5.0342 18.8163
O 5.9959 -5.1395 18.1337
N 3.8960 -4.2063 17.7390
C 2.6018 -3.6863 17.8729
C 1.6017 -4.2964 18.4942
C 0.2332 -3.7365 18.5291
C -0.0408 -2.6601 17.8367
C 0.9664 -1.9769 17.0156
C 0.4095 -1.1718 16.0890
C 1.1318 -0.2044 15.1963
C 3.3546 0.4253 15.8663
N 3.5642 -1.7396 17.1523
C 2.4225 -2.3224 17.2593
C 4.0228 -6.6630 19.0851
C 3.7850 -7.1320 20.3676
C 3.2417 -8.4009 20.5550
C 2.8932 -9.2173 19.4746
C 3.0771 -8.7203 18.1828
C 3.6266 -7.4569 17.9983
H 1.7378 -5.2388 19.0175
H -0.5207 -4.2440 19.1378
H -1.0344 -2.2766 17.8152
H -0.6620 -1.1228 16.0543
H 0.4257 0.4572 14.7169
H 3.6053 0.5598 14.8089
H 4.0516 -6.5259 21.2177
H 3.0253 -8.7442 21.5663
H 2.4250 -10.1697 19.6673
H 2.8123 -9.3231 17.3123
H 3.7910 -7.0956 16.9910
*
```

Summary:
highest occupied orbital energy = -9.7 eV
Kohn-Sham gap = 6.260 eV

***

No. 3
This record from the Open Molecules 2025 dataset describes a structure of composition C30H34NO9V at a distorted geometry. The level of theory is ωB97M-V with the def2-TZVPD basis set.

Geometry as ORCA input:
```
! RIJCOSX wB97M-V def2-TZVPD def2/J DEFGRID3
* xyz -1 2
C -3.4873 3.6831 -1.6287
C -2.1310 3.3372 -0.9756
C -3.8292 2.4867 -2.5330
C -2.4564 2.0160 -3.0318
H -4.4990 2.8240 -3.3341
H -4.3201 1.7091 -1.9292
C -1.3652 2.6811 -2.1213
H -2.3114 2.6151 -0.1627
H -1.6278 4.2322 -0.5824
C -0.3801 1.5632 -1.7649
H -0.8373 3.4695 -2.6839
H -2.3122 2.3706 -4.0674
C -2.0971 0.4909 -2.9430
C -4.5792 4.0099 -0.6209
C -3.4063 4.9694 -2.4721
O -4.0393 5.1401 -3.4864
O -4.5349 3.6728 0.5520
O -5.5888 4.7250 -1.1417
O -2.5545 5.8822 -1.9343
C -3.0136 7.0031 -1.1457
H -2.4870 6.9579 -0.1834
H -4.1005 6.9730 -0.9888
H -2.7301 7.8980 -1.7055
C -6.6433 4.9404 -0.2061
H -6.9202 3.9960 0.2740
H -7.4769 5.3514 -0.7749
H -6.3173 5.6427 0.5707
O -0.6859 0.4217 -2.6004
H -0.4323 1.2684 -0.6940
H 0.6574 1.8650 -1.9797
C -2.3197 -0.1859 -4.2920
C -2.8879 -0.2458 -1.8574
H -3.9406 -0.3639 -2.1388
H -2.8278 0.2700 -0.8903
H -2.4618 -1.2492 -1.7299
H -2.1024 -1.2576 -4.2215
H -1.6820 0.2603 -5.0648
H -3.3695 -0.0615 -4.5886
V 1.7726 -1.5774 1.2757
C 3.9262 -1.6310 0.3787
C 3.1509 -0.8879 -0.5645
C 2.7122 0.3160 0.0789
H 2.9975 -1.1484 -1.6130
C 3.1512 0.2847 1.4372
C 3.8903 -0.9303 1.6405
H 4.4492 -1.2054 2.5344
H 4.5476 -2.4984 0.1669
H 2.2736 1.1747 -0.4255
H 3.0479 1.0953 2.1598
C 0.1385 -2.7621 2.5276
C 1.3501 -2.5832 3.2863
C 1.5257 -1.1686 3.5038
H 1.9344 -3.3672 3.7632
C 0.4108 -0.4926 2.9075
C -0.4377 -1.4722 2.3034
H -1.4123 -1.2785 1.8529
H -0.3039 -3.7189 2.2484
H 2.2922 -0.7203 4.1364
H 0.1768 0.5643 3.0274
O 1.9113 -5.4401 -0.0763
C 2.4751 -4.6107 0.6218
O 2.1130 -3.3461 0.6923
C 3.6725 -5.0239 1.4583
C 4.2525 -4.2055 2.4553
C 5.3814 -4.6075 3.1357
C 5.8921 -5.8831 2.8549
C 5.3152 -6.7525 1.9066
C 4.2045 -6.3051 1.2158
N 7.0487 -6.3083 3.5826
O 7.5602 -5.5388 4.4223
O 7.5281 -7.4385 3.3690
H 3.8209 -3.2491 2.7225
H 5.8614 -3.9755 3.8761
H 5.7446 -7.7367 1.7386
H 3.7231 -6.9331 0.4768
*
```

Summary:
energy relative to the best compared isomer or geometry (same formula, charge and spin) = 0.567 eV
highest occupied orbital energy (alpha / beta) = -3.0 / -2.5 eV
⟨S²⟩ = 1.01
Kohn-Sham gap (alpha / beta) = 4.464 / 3.930 eV

***

No. 4
This record from the Open Molecules 2025 dataset describes a cluster of 6 separate species, C30H35ClN2O8 in total at a distorted geometry. The level of theory is ωB97M-V with the def2-TZVPD basis set.

Geometry as ORCA input:
```
! RIJCOSX wB97M-V def2-TZVPD def2/J DEFGRID3
* xyz 0 1
C -25.8936 10.5231 43.5607
C -27.0463 9.6466 43.3442
N -28.1178 10.2740 42.4490
C -27.8241 10.6704 41.1242
C -29.0367 11.3352 40.6711
N -30.0303 11.0718 41.6748
C -29.3210 10.7431 42.8083
C -31.2991 11.8101 41.7727
H -26.1676 11.4680 43.8085
H -25.2271 10.6197 42.6142
H -25.3184 10.0541 44.3250
H -27.4227 9.4360 44.2837
H -26.6924 8.6124 42.9090
H -26.9381 10.5621 40.5118
H -29.1321 11.9245 39.8862
H -29.8632 10.6697 43.9219
H -32.0439 11.2732 41.4614
H -31.1848 12.6922 40.8845
H -31.6864 12.1833 42.7640
Cl -30.8668 11.8107 46.3751
C -26.3957 5.4960 39.4272
C -27.2274 5.5601 40.7250
C -28.0455 6.6873 40.8672
C -28.1277 7.6095 39.8714
C -27.3317 7.6021 38.7121
C -26.3348 6.5105 38.5999
O -25.4911 6.6568 37.5730
O -28.8908 6.6252 41.8325
H -25.6997 4.6498 39.5305
H -27.2202 4.6790 41.5453
H -28.7825 8.3976 39.8993
H -27.4670 8.4641 38.0990
H -24.9531 6.0266 37.3912
H -28.7250 5.9558 42.4183
C -26.9633 10.9606 50.2730
C -25.5537 10.4112 50.1449
C -25.1934 9.7788 48.8269
C -26.1080 9.7874 47.7620
C -27.3348 10.5832 47.9735
C -27.7442 11.2025 49.1470
O -28.8574 11.9581 49.2538
O -23.9972 9.0909 48.6846
H -27.3304 11.3320 51.2428
H -25.0010 10.3093 50.9223
H -25.8106 9.1146 46.9741
H -28.0774 10.7924 47.0949
H -29.3155 11.7891 48.4265
H -23.4009 9.0316 49.5072
C -21.5128 7.4181 42.8409
C -20.9216 7.4085 44.2990
C -21.7865 7.6947 45.4050
C -23.1878 7.8613 45.1879
C -23.7277 7.7745 43.8801
C -22.8377 7.5804 42.7104
O -23.4931 7.8008 41.5097
O -21.0879 7.8486 46.6414
H -20.6416 7.5399 42.0552
H -19.9282 7.0873 44.5634
H -23.8465 8.3225 45.9906
H -24.8633 8.0895 43.8658
H -22.8682 8.0331 40.8098
H -20.9798 6.9564 47.0775
C -26.4345 11.9088 37.6698
C -25.7936 10.4671 37.6232
C -24.8296 10.2216 38.7163
C -24.5009 11.2096 39.5681
C -25.0799 12.4734 39.5185
C -26.0592 12.8881 38.5450
O -26.6441 14.0725 38.4526
O -24.2477 8.9824 38.7558
H -27.1831 12.1287 36.9338
H -25.7322 9.7653 36.7417
H -23.8205 11.0115 40.2699
H -24.7865 13.1990 39.9465
H -26.4216 14.6653 39.1952
H -24.9383 8.3878 38.5902
*
```

Summary:
energy relative to the best compared isomer or geometry (same formula, charge and spin) = 1.259 eV
highest occupied orbital energy = -7.4 eV
Kohn-Sham gap = 7.105 eV